78
Properties=species:S:1:pos:R:3:lowdin_spin:R:1 method="wB97M-V/def2-TZVPD" charge=+2 multiplicity=6 molar_mass_g_mol=724.365 s2=8.7570 homo_lumo_gap_ha="0.295 / 0.285"
Mn 0.146 -0.822 0.245 4.668
C 1.613 0.860 5.291 0.001
N 1.756 0.193 3.998 0.006
C 2.836 -0.567 3.642 0.001
C 2.590 -1.028 2.384 0.009
N 1.377 -0.555 1.968 0.036
C 0.886 0.182 2.964 0.011
P -0.711 1.067 2.943 0.005
C -0.541 1.890 1.325 0.009
N -0.222 1.311 0.168 0.037
C -0.217 2.298 -0.775 0.008
C -0.534 3.484 -0.181 0.001
N -0.737 3.214 1.142 0.005
C -1.085 4.208 2.158 0.001
C -1.803 -0.307 2.433 0.011
N -1.642 -1.103 1.375 0.035
C -2.719 -1.943 1.344 0.009
C -3.533 -1.660 2.400 0.001
N -2.948 -0.626 3.076 0.006
C -3.474 -0.034 4.307 0.001
H 2.489 1.476 5.476 0.000
H 1.514 0.116 6.079 0.000
H 0.729 1.491 5.277 0.000
H 3.672 -0.711 4.304 0.000
H 3.201 -1.660 1.762 0.000
H 0.010 2.106 -1.809 0.000
H -0.629 4.478 -0.582 0.000
H -1.265 5.154 1.659 0.000
H -0.266 4.328 2.865 0.000
H -1.988 3.908 2.683 0.000
H -2.852 -2.678 0.571 0.000
H -4.465 -2.093 2.719 0.000
H -4.545 -0.210 4.341 0.000
H -3.292 1.037 4.310 0.000
H -3.005 -0.491 5.175 0.000
C -1.304 -5.629 1.620 0.000
C -0.691 -6.467 0.526 0.000
C -1.185 -7.748 0.305 0.000
C -0.608 -8.592 -0.634 0.000
C 0.491 -8.168 -1.363 0.000
C 0.989 -6.888 -1.166 0.001
C 0.393 -6.028 -0.249 0.007
Sb 1.214 -4.103 0.116 0.015
C 0.262 -2.775 -1.345 0.004
C 1.084 -1.679 -1.704 0.005
C 0.620 -0.654 -2.532 0.019
C -0.682 -0.705 -3.009 0.023
C -1.489 -1.789 -2.686 0.026
C -1.038 -2.834 -1.876 0.022
C -1.905 -4.045 -1.676 0.002
C 3.038 -4.209 -0.978 0.004
C 4.184 -4.106 -0.185 0.000
C 5.452 -4.130 -0.742 0.000
C 5.582 -4.253 -2.117 0.000
C 4.451 -4.360 -2.911 0.000
C 3.167 -4.340 -2.369 0.000
C 1.999 -4.454 -3.317 0.000
H -2.264 -6.041 1.929 0.000
H -1.468 -4.588 1.328 0.000
H -0.654 -5.610 2.499 0.000
H -2.030 -8.096 0.887 0.000
H -1.010 -9.585 -0.782 0.000
H 0.964 -8.829 -2.076 0.000
H 1.859 -6.572 -1.727 0.000
H 2.130 -1.673 -1.399 0.005
H 1.290 0.147 -2.821 0.001
H -1.061 0.074 -3.657 0.000
H -2.491 -1.838 -3.093 0.001
H -2.920 -3.869 -2.029 0.000
H -1.942 -4.368 -0.636 0.001
H -1.494 -4.889 -2.235 0.001
H 4.088 -4.028 0.894 0.000
H 6.328 -4.059 -0.111 0.000
H 6.562 -4.277 -2.573 0.000
H 4.563 -4.475 -3.982 0.000
H 2.240 -5.127 -4.139 0.000
H 1.765 -3.481 -3.758 0.000
H 1.096 -4.830 -2.836 0.000


78
Properties=species:S:1:pos:R:3:lowdin_spin:R:1 method="wB97M-V/def2-TZVPD" charge=+1 multiplicity=6 molar_mass_g_mol=671.179 s2=8.7819 homo_lumo_gap_ha="0.231 / 0.197"
Pd 0.194 0.150 -0.214 1.497
O -1.252 -1.383 -0.416 0.416
N -2.223 -1.014 -1.266 0.374
C -2.846 -2.023 -1.989 0.144
C -4.112 -1.883 -2.458 0.168
C -4.867 -0.708 -2.210 0.263
C -4.277 0.293 -1.444 0.105
C -2.997 0.157 -0.956 0.267
S -2.225 1.374 -0.033 0.761
H -2.246 -2.911 -2.106 0.009
H -4.554 -2.689 -3.024 0.005
H -5.872 -0.609 -2.579 0.015
H -4.795 1.218 -1.241 0.000
C -2.254 4.761 -1.398 0.006
C -1.146 5.662 -1.855 0.002
C -1.251 7.043 -1.748 0.000
C -0.249 7.882 -2.204 0.001
C 0.891 7.356 -2.789 0.000
C 1.025 5.985 -2.900 0.001
C 0.022 5.146 -2.426 0.001
N 0.196 3.742 -2.556 0.008
C 0.448 2.896 -1.523 0.026
N 0.574 3.484 -0.312 0.027
C 0.570 3.001 1.003 0.059
C 0.592 1.643 1.324 0.370
C 0.580 1.234 2.648 0.054
C 0.568 2.174 3.666 0.020
C 0.526 3.522 3.346 0.000
C 0.526 3.962 2.034 0.014
C 0.445 5.430 1.730 0.004
N 0.668 1.619 -1.748 0.188
C 0.219 0.989 -2.917 0.005
C -1.082 1.222 -3.398 0.026
C -1.549 0.568 -4.518 -0.001
C -0.713 -0.296 -5.209 0.028
C 0.571 -0.526 -4.748 -0.004
C 1.058 0.089 -3.605 0.024
C 2.436 -0.222 -3.108 0.003
H -3.181 5.321 -1.321 0.000
H -2.045 4.317 -0.424 0.003
H -2.400 3.945 -2.104 0.003
H -2.144 7.463 -1.312 0.000
H -0.365 8.950 -2.114 0.000
H 1.664 8.007 -3.163 0.000
H 1.906 5.553 -3.351 0.000
H 0.352 3.376 -3.485 0.000
H 0.518 4.497 -0.364 0.000
H 0.579 0.176 2.891 0.009
H 0.580 1.860 4.699 0.002
H 0.469 4.248 4.141 0.000
H 0.419 5.997 2.655 0.001
H -0.464 5.659 1.173 0.000
H 1.303 5.776 1.154 0.000
H -1.730 1.899 -2.860 0.005
H -2.558 0.743 -4.858 0.000
H -1.062 -0.790 -6.101 0.002
H 1.216 -1.202 -5.288 -0.001
H 3.079 -0.507 -3.937 0.000
H 2.380 -1.066 -2.416 0.001
H 2.868 0.629 -2.586 0.000
N 2.306 -0.747 0.175 0.059
C 3.442 -0.567 0.322 0.015
N 4.715 -0.420 0.438 0.011
C 5.576 -0.487 -0.731 0.001
C 6.230 0.873 -0.960 0.001
C 7.008 1.284 0.288 0.000
C 6.067 1.326 1.490 0.001
C 5.374 -0.025 1.671 0.001
H 4.986 -0.795 -1.596 0.000
H 6.349 -1.239 -0.541 0.000
H 5.464 1.621 -1.180 0.000
H 6.894 0.804 -1.820 0.000
H 7.471 2.259 0.138 0.000
H 7.809 0.564 0.472 0.000
H 5.316 2.105 1.342 0.000
H 6.622 1.558 2.399 0.000
H 4.641 0.015 2.478 0.000
H 6.123 -0.787 1.913 0.000


76
Properties=species:S:1:pos:R:3:lowdin_spin:R:1 method="wB97M-V/def2-TZVPD" charge=+1 multiplicity=3 molar_mass_g_mol=726.630 s2=2.0020 homo_lumo_gap_ha="0.286 / 0.286"
Tm -0.331 -0.087 -0.547 2.012
C 3.632 -2.831 2.537 0.000
C 3.522 -1.471 2.767 0.000
C 2.289 -0.853 2.666 0.000
C 1.152 -1.588 2.339 0.000
C 1.271 -2.955 2.118 0.000
C 2.505 -3.571 2.220 0.000
P -0.453 -0.693 2.268 -0.001
C -0.865 -0.710 4.051 0.000
C 0.043 -1.013 5.058 0.000
C -0.375 -1.055 6.377 0.000
C -1.697 -0.798 6.702 0.000
C -2.600 -0.470 5.703 0.000
C -2.185 -0.414 4.386 0.000
C -1.539 -2.011 1.584 0.000
C -2.274 -2.909 2.352 0.000
C -3.030 -3.874 1.712 0.000
C -3.025 -3.941 0.328 0.000
C -2.271 -3.048 -0.419 0.000
C -1.503 -2.028 0.164 -0.003
H 4.591 -3.318 2.615 0.000
H 4.388 -0.890 3.042 0.000
H 2.197 0.207 2.870 0.000
H 0.398 -3.546 1.881 0.000
H 2.581 -4.637 2.070 0.000
H 1.073 -1.230 4.820 0.000
H 0.336 -1.299 7.153 0.000
H -2.021 -0.855 7.730 0.000
H -3.631 -0.263 5.951 0.000
H -2.887 -0.167 3.599 0.000
H -2.260 -2.859 3.433 0.000
H -3.620 -4.572 2.288 0.000
H -3.614 -4.695 -0.174 0.000
H -2.286 -3.150 -1.500 0.000
N -3.964 2.978 -0.508 0.000
C -2.605 3.478 -0.254 0.000
C -1.781 2.180 0.014 0.000
O -0.566 2.200 0.170 -0.002
O -2.499 1.138 -0.014 -0.001
H -4.665 3.277 0.170 0.000
H -3.702 1.871 -0.345 0.000
H -4.302 3.138 -1.456 0.000
H -2.558 4.141 0.608 0.000
H -2.177 3.994 -1.113 0.000
C 4.245 0.025 -1.335 0.000
S 3.110 0.281 0.079 0.000
O 1.854 -0.447 -0.313 -0.002
C 2.664 2.009 -0.238 0.000
C 2.791 2.936 0.784 0.000
C 2.472 4.261 0.546 0.000
C 2.051 4.655 -0.715 0.000
C 1.889 3.715 -1.721 0.000
C 2.170 2.382 -1.478 0.000
H 3.861 0.460 -2.250 0.000
H 4.344 -1.050 -1.458 0.000
H 5.208 0.457 -1.082 0.000
H 3.137 2.623 1.757 0.000
H 2.560 4.979 1.348 0.000
H 1.839 5.695 -0.908 0.000
H 1.556 4.014 -2.704 0.000
H 2.027 1.647 -2.260 0.000
C -0.297 -1.429 -5.796 0.000
C -0.456 0.069 -5.497 0.000
C 0.766 0.844 -6.012 0.000
C -1.722 0.596 -6.181 0.000
C -0.534 0.233 -4.041 -0.001
C -0.550 0.359 -2.833 -0.003
H -0.152 -1.587 -6.863 0.000
H -1.187 -1.973 -5.484 0.000
H 0.561 -1.837 -5.264 0.000
H 0.872 0.700 -7.085 0.000
H 1.674 0.494 -5.523 0.000
H 0.649 1.909 -5.815 0.000
H -1.628 0.472 -7.259 0.000
H -1.868 1.655 -5.967 0.000
H -2.600 0.046 -5.847 0.000